[1]
Computed, not measured: a structure of composition C3H7NOS at a distorted geometry, with ωB97M-V with the def2-TZVPD basis set.

Summary:
- Net charge: 0
- Spin multiplicity: 1
- Relative energy (zero: lowest compared OMol25 entry of this formula, charge and spin): 552.88 kJ/mol
- Total energy: -646.5014 hartree

Last column: Mulliken charge in e.
Cartesian coordinates (Å):
S1 -0.52000 -0.04612 0.64448  0.65
O1 -2.01856 0.33456 1.15712  -0.61
N1 -0.45618 -1.83374 0.93312  -0.64
C1 -0.15464 0.06700 -1.08515  -0.40
C2 0.63453 1.23146 0.79842  -0.52
C3 1.04116 0.95788 -0.67895  -0.46
H1 -0.92825 -1.97153 1.78882  0.31
H2 1.36776 1.02819 1.56524  0.22
H3 1.07344 1.97704 -1.27206  0.25
H4 -0.87468 0.67519 -1.70971  0.28
H5 0.06739 -0.82725 -1.72077  0.33
H6 -1.25965 -2.18095 0.39638  0.29
H7 2.02768 0.58828 -0.81694  0.28

Cartesian forces (eV/Å) of the 3 atoms listed first:
S -6.56 1.28 2.14
O 5.38 -1.77 -1.72
N 0.12 1.08 -1.50


[2]
Computed, not measured: an isolated molecule of C3H7NOS at a distorted geometry, with ωB97M-V with the def2-TZVPD basis set.

Summary:
- Net charge: 0
- Spin multiplicity: 1
- SMILES string: CSCC(N)=O
- Relative energy (zero: lowest compared OMol25 entry of this formula, charge and spin): 62.58 kJ/mol
- Total energy: -646.6881 hartree

Last column: Mulliken charge in e.
Cartesian coordinates (Å):
S1 -0.30037 0.45533 -1.14609  -0.13
O1 2.01265 -0.16453 2.09712  -0.64
N1 2.16375 -1.03776 -0.00605  -0.37
C1 -2.12758 0.71456 -0.96914  -0.73
C2 1.56213 -0.33570 0.93648  0.49
C3 0.14577 0.19274 0.55404  -0.47
H1 1.56857 -1.25393 -0.87330  0.18
H2 -2.41778 1.78767 -0.96505  0.25
H3 0.06784 1.18357 1.00077  0.33
H4 -0.68947 -0.38606 1.01745  0.28
H5 3.06377 -1.56027 0.19601  0.26
H6 -2.42744 0.19356 -0.03424  0.23
H7 -2.62185 0.21083 -1.80800  0.30

Cartesian forces (eV/Å) of the 3 atoms listed first:
S -0.49 -0.09 -1.24
O -1.06 -0.14 -2.83
N 0.62 -1.86 -2.48


| no. | HOMO level (eV) |
| --- | --- |
| 1 | -8.63 |
| 2 | -8.96 |